# 1
The following is a quantum chemistry calculation of 2 unconnected molecules or ions with the total composition C5H13NS2, from the Open Molecules 2025 dataset.

Calculated values
Frontier orbital gap   9.12 eV
SMILES   C=CCN.CSSC
Energy relative to the best compared isomer or geometry (same formula, charge and spin)   29.0 kcal per mole
HOMO level   -8.39 eV

Each line ends with the natural charge from an NBO analysis.
Atoms and positions in Å:
N: 0.648 -1.330 0.299  -0.837
C: -0.541 -1.143 -0.538  -0.265
C: -2.860 -1.918 -0.036  -0.397
C: -1.576 -2.184 -0.255  -0.169
H: 1.349 -0.652 0.022  0.359
H: 1.016 -2.258 0.141  0.355
H: -0.309 -1.277 -1.611  0.172
H: -0.987 -0.174 -0.342  0.206
H: -3.573 -2.718 0.108  0.200
H: -3.216 -0.896 -0.115  0.190
H: -1.253 -3.223 -0.248  0.187
C: 2.037 1.989 -1.705  -0.739
S: 0.467 2.268 -0.809  0.051
S: 1.097 2.682 1.149  0.078
C: 0.294 1.424 2.178  -0.763
H: 2.851 2.375 -1.089  0.236
H: 2.236 0.920 -1.775  0.207
H: 2.005 2.490 -2.665  0.230
H: 0.248 0.390 1.841  0.258
H: 0.810 1.494 3.136  0.229
H: -0.741 1.742 2.314  0.212

# 2
The following is a quantum chemistry calculation of a molecular structure, C27H64NNbO2P2, from the Open Molecules 2025 dataset.

Calculated values
Frontier orbital gap   4.69 eV
HOMO level   -5.45 eV

Each line ends with the Löwdin charge.
Atoms and positions in Å:
C: 0.928 6.339 -0.571  -0.131
C: 0.737 5.477 0.752  -0.223
C: -0.677 5.657 1.428  -0.271
O: -1.610 4.629 1.090  -0.287
C: -1.932 4.730 -0.338  -0.371
Nb: -3.798 3.583 -0.958  1.314
C: -2.736 1.668 -0.241  -0.372
C: -1.894 0.992 -1.384  -0.396
N: -1.018 1.645 -2.086  0.004
C: -4.783 3.802 1.104  -0.367
C: -6.330 3.374 1.141  -0.366
O: -7.155 4.547 1.157  -0.134
P: -4.973 5.611 -1.943  0.647
C: -4.632 5.519 -3.824  -0.414
C: -4.191 7.250 -1.460  -0.542
C: -4.416 7.674 0.044  -0.176
H: 0.505 5.743 -1.426  0.061
H: 0.314 7.278 -0.545  0.069
H: 1.999 6.534 -0.811  0.057
H: 1.554 5.765 1.462  0.092
H: 0.834 4.387 0.494  0.106
H: -0.503 5.651 2.541  0.114
H: -1.087 6.684 1.204  0.108
H: -1.918 5.823 -0.598  0.033
H: -1.066 4.250 -0.893  0.037
H: -3.065 3.261 -2.602  -0.116
H: -5.189 2.511 -1.495  -0.129
H: -2.011 1.893 0.587  0.035
H: -3.484 0.882 0.057  0.024
H: -2.029 -0.090 -1.667  0.086
H: -0.597 0.996 -2.762  0.015
H: -4.259 3.036 1.754  0.036
H: -4.599 4.791 1.598  0.026
H: -6.542 2.689 0.289  0.049
H: -6.493 2.835 2.119  0.094
H: -6.585 5.274 0.881  0.026
H: -5.071 4.612 -4.288  0.015
H: -4.992 6.485 -4.257  0.010
H: -3.512 5.534 -3.919  0.008
H: -4.701 8.038 -2.090  0.058
H: -3.102 7.341 -1.739  0.057
H: -3.438 8.036 0.462  0.062
H: -4.786 6.818 0.654  0.026
H: -5.148 8.518 0.147  0.067
C: 2.784 -0.030 -1.201  -0.094
C: 3.699 -0.842 -0.291  -0.252
C: 4.179 -2.147 -0.930  -0.225
C: 3.144 -3.278 -0.990  -0.265
P: 2.844 -4.238 0.485  1.004
C: 4.458 -4.760 1.122  -0.271
C: 5.489 -5.420 0.200  -0.227
C: 5.267 -6.882 -0.199  -0.263
C: 4.965 -7.827 0.956  -0.101
C: 1.993 -5.748 0.073  -0.269
C: 0.611 -5.771 -0.582  -0.214
C: -0.602 -5.518 0.315  -0.250
C: -0.571 -6.226 1.664  -0.104
C: 2.180 -3.349 1.882  -0.262
C: 0.762 -2.784 1.992  -0.217
C: 0.251 -1.947 0.816  -0.252
C: 0.237 -0.453 1.109  -0.092
H: 1.898 -0.593 -1.503  0.064
H: 2.445 0.870 -0.686  0.083
H: 3.312 0.282 -2.103  0.083
H: 3.199 -1.034 0.660  0.075
H: 4.574 -0.230 -0.056  0.116
H: 5.064 -2.492 -0.387  0.096
H: 4.514 -1.930 -1.948  0.123
H: 3.511 -4.001 -1.729  0.107
H: 2.205 -2.913 -1.413  0.090
H: 4.286 -5.380 2.006  0.099
H: 4.921 -3.845 1.508  0.101
H: 6.454 -5.371 0.713  0.122
H: 5.603 -4.829 -0.713  0.103
H: 6.173 -7.234 -0.700  0.114
H: 4.481 -6.958 -0.955  0.088
H: 5.796 -7.858 1.664  0.084
H: 4.807 -8.839 0.580  0.080
H: 4.061 -7.542 1.499  0.053
H: 2.021 -6.421 0.935  0.096
H: 2.640 -6.226 -0.669  0.085
H: 0.480 -6.765 -1.021  0.120
H: 0.589 -5.066 -1.418  0.113
H: -1.500 -5.833 -0.223  0.118
H: -0.723 -4.445 0.458  0.074
H: -0.585 -7.311 1.538  0.083
H: -1.444 -5.941 2.253  0.084
H: 0.310 -5.959 2.252  0.055
H: 2.882 -2.542 2.113  0.099
H: 2.288 -4.041 2.728  0.108
H: 0.711 -2.193 2.911  0.124
H: 0.071 -3.609 2.174  0.083
H: -0.779 -2.238 0.593  0.109
H: 0.822 -2.146 -0.091  0.071
H: -0.487 -0.224 1.894  0.089
H: -0.059 0.101 0.217  0.049
H: 1.217 -0.093 1.432  0.072

# 3
The following is a quantum chemistry calculation of a molecular structure, C5H16N3NiS, from the Open Molecules 2025 dataset.

Calculated values
Spin multiplicity   3
Frontier orbital gap (spin up / spin down)   1.87 / 6.30 eV
⟨S²⟩   2.01
Energy relative to the best compared isomer or geometry (same formula, charge and spin)   27.1 kcal per mole
HOMO level (spin up / spin down)   0.97 / -3.48 eV
Charge   -1

Each line ends with the Löwdin spin population.
Atoms and positions in Å:
C: -1.226 -0.921 -1.434  0.034
Ni: 0.295 0.201 0.044  0.833
N: 1.518 0.919 -1.428  0.015
H: -1.313 0.355 0.641  0.046
H: -1.664 -0.574 -0.386  0.017
H: -2.061 -1.625 -1.572  0.009
H: -0.296 -1.572 -1.597  -0.001
H: -1.263 -0.136 -2.238  0.000
H: 2.391 0.572 -1.184  0.000
H: 1.529 1.870 -1.438  0.001
H: 1.322 0.609 -2.365  0.003
S: 1.183 1.333 1.510  0.168
C: 0.585 0.462 2.952  0.048
N: -0.701 0.543 3.377  0.010
C: -1.235 -0.267 4.513  0.056
C: -0.132 -0.454 5.524  0.120
C: 1.117 -1.016 4.920  0.247
N: 1.422 -0.330 3.652  0.042
H: -1.387 0.991 2.749  0.012
H: -1.587 -1.242 4.091  0.020
H: -2.098 0.287 4.925  0.014
H: -0.478 -1.143 6.276  0.054
H: 0.083 0.505 5.990  0.031
H: 1.033 -2.072 4.653  0.068
H: 1.980 -0.861 5.557  0.099
H: 2.342 -0.411 3.223  0.052

# 4
The following is a quantum chemistry calculation of a gas-phase ion, C4H6NO (charge +1), from the Open Molecules 2025 dataset.

Calculated values
Frontier orbital gap (spin up / spin down)   8.04 / 8.04 eV
SMILES   C1=C([NH+]2CC2)O1
Energy relative to the best compared isomer or geometry (same formula, charge and spin)   139.0 kcal per mole
HOMO level (spin up / spin down)   -13.27 / -13.27 eV
Charge   +1

Each line ends with the natural charge from an NBO analysis.
Atoms and positions in Å:
C: 2.574 -0.185 0.437  0.289
C: 1.503 -0.559 -0.281  0.233
C: -0.837 0.562 0.701  -0.127
C: -0.809 0.338 -0.781  -0.210
N: 0.172 -0.612 -0.227  -0.453
O: 2.309 0.889 -0.299  -0.423
H: 3.390 -0.376 1.068  0.243
H: -0.223 1.384 1.086  0.236
H: -1.306 0.180 1.476  0.226
H: -1.651 -0.227 -1.231  0.256
H: -0.382 1.115 -1.340  0.262
H: -0.148 -1.566 -0.267  0.467

# 5
The following is a quantum chemistry calculation of 2 unconnected molecules or ions with the total composition C4H7N3S, from the Open Molecules 2025 dataset.

Calculated values
Frontier orbital gap (spin up / spin down)   7.06 / 7.90 eV
Energy relative to the best compared isomer or geometry (same formula, charge and spin)   187.6 kcal per mole
HOMO level (spin up / spin down)   -7.99 / -8.16 eV

Each line ends with the natural charge from an NBO analysis.
Atoms and positions in Å:
C: 1.256 2.171 2.547  -0.501
C: 2.142 2.207 1.607  -0.022
C: -0.239 -1.059 -1.161  0.107
C: -1.227 -2.086 -1.684  -0.682
N: -0.407 -0.669 0.047  -0.311
N: 0.350 0.340 0.637  -0.073
N: 1.454 0.600 0.156  -0.265
S: 2.478 0.133 -0.855  0.163
H: 1.001 3.040 3.317  0.234
H: 0.465 1.380 2.593  0.254
H: 2.982 2.805 1.393  0.197
H: 0.592 -0.821 -1.811  0.187
H: -0.670 -2.929 -2.170  0.232
H: -1.880 -2.276 -0.817  0.244
H: -1.787 -1.834 -2.655  0.235

Number 1: largest force on an atom 1.1 eV Å⁻¹. Number 2: largest force on an atom 2.9 eV Å⁻¹. Number 3: largest force on an atom 3.3 eV Å⁻¹. Number 4: largest force on an atom 6.0 eV Å⁻¹. Number 5: largest force on an atom 4.8 eV Å⁻¹.